[1]
ORCA calculation (the ωB97M-V functional and the def2-TZVPD basis) on a molecular structure, C20H50F18K3O10P3.

Atoms and positions in Å:
K (-1.380, 8.895, 3.222)
K (-7.159, 1.182, -0.977)
K (-0.162, 4.978, -6.797)
P (-7.059, 5.312, -6.272)
F (-7.726, 6.648, -6.868)
F (-7.978, 4.474, -7.317)
F (-5.937, 5.439, -7.355)
F (-6.266, 4.029, -5.823)
F (-6.029, 6.255, -5.302)
F (-8.227, 5.289, -5.179)
P (-8.194, 7.024, 3.304)
F (-7.782, 5.559, 3.870)
F (-9.584, 7.164, 4.158)
F (-7.520, 7.846, 4.542)
F (-8.491, 8.467, 2.602)
F (-6.822, 7.002, 2.494)
F (-8.878, 6.219, 2.030)
P (-0.412, 2.713, -0.693)
F (0.195, 1.796, -1.852)
F (-1.654, 3.069, -1.644)
F (-1.285, 1.440, -0.084)
F (-0.989, 3.685, 0.521)
F (0.870, 2.373, 0.230)
F (0.281, 4.016, -1.345)
C (-1.303, -3.239, 6.232)
O (-0.061, -3.269, 6.880)
C (0.819, -2.378, 6.318)
C (2.332, -2.693, 6.594)
O (2.663, -2.580, 7.962)
C (1.935, -3.363, 8.959)
H (-1.236, -3.580, 5.198)
H (-1.736, -2.245, 6.118)
H (-2.067, -3.872, 6.683)
H (0.722, -1.389, 6.764)
H (0.693, -2.379, 5.235)
H (3.036, -2.224, 5.907)
H (2.311, -3.739, 6.285)
H (0.986, -2.849, 9.112)
H (2.550, -3.329, 9.858)
H (1.932, -4.441, 8.797)
C (5.452, -5.353, -0.599)
O (6.384, -6.380, -0.890)
C (7.363, -6.615, 0.071)
C (8.148, -7.854, -0.258)
O (7.344, -9.047, -0.127)
C (8.273, -10.167, -0.120)
H (4.687, -5.689, 0.101)
H (4.962, -5.024, -1.516)
H (6.006, -4.473, -0.270)
H (6.808, -6.752, 0.999)
H (8.008, -5.740, -0.006)
H (9.035, -7.850, 0.375)
H (8.574, -7.887, -1.261)
H (7.853, -11.112, -0.465)
H (8.630, -10.265, 0.905)
H (9.186, -10.022, -0.697)
C (-3.812, -4.512, -2.669)
O (-5.024, -3.923, -2.160)
C (-6.079, -4.794, -2.215)
C (-6.644, -4.989, -3.650)
O (-6.691, -3.667, -4.181)
C (-7.296, -3.740, -5.502)
H (-3.874, -5.001, -3.640)
H (-3.511, -5.302, -1.981)
H (-3.013, -3.779, -2.550)
H (-6.709, -4.161, -1.590)
H (-6.038, -5.709, -1.624)
H (-7.640, -5.408, -3.505)
H (-6.007, -5.683, -4.197)
H (-6.559, -3.898, -6.290)
H (-7.680, -2.751, -5.755)
H (-8.008, -4.552, -5.653)
C (5.457, 3.466, -8.736)
O (4.594, 2.433, -8.220)
C (5.015, 1.145, -8.644)
C (3.861, 0.151, -8.431)
O (2.612, 0.688, -8.913)
C (1.479, 0.035, -8.543)
H (6.516, 3.305, -8.533)
H (5.141, 4.352, -8.186)
H (5.411, 3.584, -9.819)
H (5.864, 0.722, -8.107)
H (5.228, 1.047, -9.709)
H (3.913, 0.091, -7.344)
H (4.135, -0.795, -8.897)
H (0.622, 0.680, -8.736)
H (1.422, -0.254, -7.493)
H (1.204, -0.771, -9.223)
C (-0.941, 4.739, 7.219)
O (0.157, 5.381, 6.718)
C (1.342, 5.445, 7.589)
C (2.454, 6.046, 6.653)
O (2.291, 7.421, 6.297)
C (2.499, 8.374, 7.388)
H (-1.626, 4.483, 6.411)
H (-1.568, 5.396, 7.821)
H (-0.624, 3.869, 7.795)
H (1.602, 4.464, 7.987)
H (1.018, 5.989, 8.476)
H (2.471, 5.389, 5.783)
H (3.450, 5.907, 7.072)
H (2.255, 9.373, 7.027)
H (3.525, 8.459, 7.748)
H (1.704, 8.179, 8.108)

The HOMO energy is -9.369 eV. For the largest force on an atom, the calculation gives 3.52 eV/Å. The HOMO-LUMO gap is 7.36 eV. For the LUMO energy, the calculation gives -0.0739 hartree.

Atomic partial charges in e from the Löwdin method, atoms 1 to 8: 0.98 0.98 0.98 0.08 -0.17 -0.18 -0.17 -0.16

[2]
ORCA calculation (the ωB97M-V functional and the def2-TZVPD basis) on 11 unconnected molecules or ions with the total composition C20H50N10O20S.

Atoms and positions in Å:
C (2.514, 2.900, 2.976)
N (1.424, 3.673, 2.331)
O (0.325, 3.691, 2.961)
O (1.639, 4.249, 1.272)
H (3.438, 3.476, 2.912)
H (2.425, 1.984, 2.393)
H (2.242, 2.436, 3.924)
C (0.878, -0.228, 0.140)
N (-0.384, 0.599, 0.034)
O (-0.377, 1.722, 0.574)
O (-1.430, 0.108, -0.417)
H (0.721, -0.932, 0.958)
H (1.588, 0.558, 0.399)
H (1.319, -0.780, -0.690)
C (-3.582, 1.549, 1.101)
N (-4.880, 0.883, 1.459)
O (-4.738, -0.238, 1.964)
O (-6.013, 1.372, 1.197)
H (-3.509, 2.601, 1.380)
H (-3.460, 1.529, 0.018)
H (-2.726, 1.036, 1.540)
C (5.548, -2.426, -1.405)
N (4.932, -1.054, -1.298)
O (3.730, -0.965, -1.061)
O (5.739, -0.154, -1.446)
H (4.848, -3.261, -1.412)
H (5.997, -2.520, -0.416)
H (6.289, -2.591, -2.187)
C (-1.964, -1.270, 3.620)
N (-0.667, -0.986, 4.311)
O (-0.022, 0.075, 4.037)
O (-0.284, -1.889, 5.092)
H (-1.757, -1.090, 2.566)
H (-2.546, -0.436, 4.013)
H (-2.384, -2.236, 3.902)
C (-2.126, 5.074, 1.300)
N (-2.078, 5.341, 2.786)
O (-2.650, 4.554, 3.516)
O (-1.652, 6.436, 3.146)
H (-3.179, 5.230, 1.066)
H (-1.851, 4.023, 1.223)
H (-1.289, 5.631, 0.879)
C (3.474, -2.265, 4.134)
C (2.577, -1.823, 2.973)
O (2.860, -0.420, 2.787)
S (4.442, -0.049, 3.142)
O (4.327, 0.772, 4.301)
O (5.182, 0.382, 1.956)
O (4.698, -1.654, 3.644)
H (3.537, -3.354, 4.135)
H (3.137, -1.993, 5.134)
H (1.558, -2.118, 3.221)
H (2.819, -2.409, 2.087)
C (0.727, -4.455, 1.344)
O (0.691, -3.242, 1.119)
N (-0.329, -5.331, 1.429)
C (-0.212, -6.512, 2.089)
C (-1.641, -4.824, 1.010)
H (1.694, -4.889, 1.644)
H (-0.562, -6.210, 3.077)
H (0.750, -7.024, 2.112)
H (-0.958, -7.248, 1.790)
H (-2.030, -4.615, 2.006)
H (-1.704, -3.862, 0.502)
H (-2.371, -5.447, 0.493)
C (3.629, 2.508, -3.032)
O (4.571, 2.489, -3.847)
N (2.599, 3.348, -3.182)
C (2.501, 4.332, -4.251)
C (1.571, 3.216, -2.305)
H (3.538, 1.905, -2.115)
H (3.492, 4.611, -4.609)
H (2.115, 5.256, -3.820)
H (1.814, 4.035, -5.043)
H (1.769, 2.568, -1.451)
H (1.292, 4.172, -1.863)
H (0.685, 2.834, -2.812)
C (-0.960, 2.471, -5.418)
O (-0.089, 2.636, -6.280)
N (-1.069, 1.407, -4.599)
C (-2.269, 1.303, -3.740)
C (-0.180, 0.241, -4.651)
H (-1.774, 3.175, -5.182)
H (-2.852, 2.172, -3.434)
H (-1.969, 0.878, -2.782)
H (-2.947, 0.564, -4.164)
H (-0.780, -0.666, -4.588)
H (0.319, 0.040, -5.599)
H (0.574, 0.158, -3.867)
C (-5.160, -1.271, -1.387)
O (-6.204, -1.000, -1.941)
N (-4.156, -1.947, -1.969)
C (-4.055, -2.391, -3.363)
C (-3.085, -2.404, -1.138)
H (-4.963, -0.930, -0.359)
H (-3.254, -1.843, -3.859)
H (-4.972, -2.080, -3.863)
H (-3.894, -3.455, -3.538)
H (-3.232, -1.952, -0.157)
H (-3.143, -3.485, -1.008)
H (-2.175, -1.983, -1.568)

The HOMO energy (alpha / beta) is -10.549 / -10.525 eV. As for the multiplicity: 2. Its net charge is +1. For the largest force on an atom, the calculation gives 7.15 eV/Å. The HOMO-LUMO gap (alpha / beta) is 6.81 / 1.63 eV. The expectation value of S² is 0.778. For the LUMO energy (alpha / beta), the calculation gives -0.1376 / -0.3268 hartree.

Atomic partial charges in e from the Löwdin method, atoms 1 to 8: 0.04 -0.39 0.03 0.06 0.12 0.07 0.10 0.07